A molecular structure, C6H13NO2S at a distorted geometry, computed with ωB97M-V/def2-TZVPD.

CARTESIAN COORDINATES (ANGSTROEM)
C (-1.44, 1.15, 0.69)
C (-1.22, -0.73, -0.91)
C (-0.20, -0.34, 0.08)
C (1.76, 0.96, 0.68)
C (1.93, -0.71, -1.14)
C (1.03, 0.37, -0.46)
N (0.14, -1.23, 1.09)
O (-3.41, 0.97, -1.04)
O (-3.45, -0.80, 0.63)
S (-2.67, 0.12, -0.17)
H (-1.52, 1.04, 1.76)
H (-1.58, 2.14, 0.41)
H (-1.03, -0.27, -1.88)
H (-1.41, -1.78, -1.02)
H (2.57, 0.37, 1.13)
H (1.08, 1.22, 1.46)
H (2.40, 1.90, 0.59)
H (1.80, -1.59, -0.69)
H (2.93, -0.35, -1.00)
H (1.57, -0.83, -2.15)
H (0.61, 0.99, -1.31)
H (0.76, -0.98, 1.87)
H (-0.66, -1.62, 1.39)

Gap between HOMO and LUMO (spin up / spin down) = 6.0 / 7.9 eV
Electronic energy = -839.5760 Eh
HOMO (spin up / spin down) = -5.307 / -10.345 eV
ΔE to the lowest compared entry with this formula, charge and spin = 2.3940 eV
Multiplicity = 3